C14H25NO5S4Ti as an isolated structure at a distorted geometry, computed with the ωB97M-V functional and the def2-TZVPD basis.

Last column: Löwdin spin population.
Element x y z (Å)
Ti: -0.5154 0.1889 0.0428  1.7515
C: 1.3236 -3.5508 0.2285  0.0023
C: 1.7264 -3.0273 1.6034  0.0003
S: 0.2825 -2.8267 2.6644  0.0066
C: 0.7314 -1.3890 3.6597  0.0003
C: -0.4225 -0.4209 3.9424  0.0050
S: -1.4945 0.1175 2.5869  0.0282
C: -2.7329 -1.2067 2.6230  0.0073
C: -3.5598 -1.2372 1.3480  0.0071
S: -2.6357 -1.3458 -0.1960  0.0185
C: -2.0464 -3.0522 -0.2588  0.0087
C: -0.9709 -3.1300 -1.3413  0.0023
S: 0.5902 -2.3338 -0.9016  0.0119
H: 0.6345 -4.3937 0.3199  0.0002
H: 2.2179 -3.9338 -0.2652  0.0002
H: 2.2274 -2.0648 1.5156  0.0000
H: 2.4160 -3.7469 2.0466  0.0001
H: 1.5287 -0.8631 3.1406  -0.0001
H: 1.1093 -1.7177 4.6294  0.0003
H: 0.0112 0.4939 4.3491  0.0000
H: -1.0836 -0.8150 4.7168  0.0004
H: -3.3953 -1.0485 3.4759  -0.0002
H: -2.2190 -2.1565 2.7560  0.0005
H: -4.1446 -0.3215 1.2411  0.0002
H: -4.2725 -2.0623 1.3949  0.0000
H: -2.8741 -3.7204 -0.4999  0.0005
H: -1.6297 -3.3181 0.7130  0.0003
H: -1.3001 -2.6135 -2.2456  0.0002
H: -0.7910 -4.1706 -1.6127  -0.0002
O: -2.1317 1.7781 -0.1064  0.0189
C: -1.4972 3.0680 0.0626  0.0078
C: -0.2167 3.1562 -0.7425  0.0020
N: 0.6848 2.0310 -0.4509  0.0092
C: 1.3493 1.5504 -1.6781  0.0094
C: 0.3283 0.9298 -2.6504  0.0065
O: 0.5080 1.0066 -3.8453  0.0074
O: -0.6802 0.3406 -2.0573  0.0205
C: 1.6272 2.2835 0.6495  0.0070
C: 2.0544 0.9827 1.3443  0.0079
O: 3.0319 0.9747 2.0736  0.0060
O: 1.2863 -0.0177 1.0892  0.0357
H: -2.0544 1.5216 -1.0474  0.0012
H: -1.3077 3.1623 1.1316  0.0018
H: -2.1960 3.8479 -0.2433  0.0007
H: 0.2742 4.1173 -0.5528  -0.0001
H: -0.4638 3.1285 -1.8055  0.0001
H: 2.0641 0.7765 -1.3899  0.0018
H: 1.8896 2.3493 -2.1953  0.0018
H: 1.1267 2.9009 1.3991  0.0013
H: 2.5191 2.8215 0.3141  0.0004

Computed properties:
orbital gap (alpha / beta) = 6.442 / 8.931 eV
E = -93110.874 eV
multiplicity = 3
energy relative to the best compared isomer or geometry (same formula, charge and spin) = 0.0 kJ/mol

***

C22H29F7MoN6S3SbSi as an isolated structure, computed with the ωB97M-V functional and the def2-TZVPD basis.

Last column: Löwdin spin population.
Element x y z (Å)
Mo: -0.3700 0.1339 0.5266  1.6850
C: -2.8526 5.0359 -0.8291  0.0005
S: -1.1314 4.6081 -1.1507  0.0047
C: -0.9459 3.1870 -0.1410  0.0124
S: 0.5773 2.3433 -0.2985  0.0278
N: -1.9006 2.8665 0.6611  0.0026
N: -1.5199 1.7716 1.4228  -0.0021
C: -1.7463 1.8063 2.6749  0.0623
C: -1.0191 0.8159 3.4634  0.0128
C: -1.2159 0.6342 4.8205  0.0045
C: -0.4129 -0.2679 5.4901  0.0141
C: 0.5840 -0.9293 4.7857  0.0035
C: 0.7150 -0.6912 3.4316  0.0142
N: -0.0768 0.1544 2.7700  0.0051
H: -3.0883 5.8790 -1.4756  0.0000
H: -2.9774 5.3166 0.2126  0.0001
H: -3.4932 4.1876 -1.0580  0.0001
H: -2.3425 2.5929 3.1239  0.0027
H: -2.0151 1.1660 5.3172  0.0000
H: -0.5599 -0.4548 6.5451  0.0006
H: 1.2500 -1.6268 5.2727  -0.0001
H: 1.4748 -1.1795 2.8425  0.0008
C: 0.9611 -3.4847 1.8228  0.0030
Si: 1.4274 -2.6376 0.2278  0.0056
C: 0.4555 -3.3559 -1.1968  -0.0012
C: 3.2525 -2.9843 -0.0338  0.0015
N: 1.2858 -0.8317 0.1706  0.0066
C: 2.4056 -0.1396 -0.3612  0.0092
C: 3.3181 0.5130 0.4643  -0.0009
C: 4.4035 1.1984 -0.0577  -0.0001
C: 4.6095 1.2405 -1.4290  -0.0014
C: 3.7159 0.6015 -2.2764  0.0005
C: 2.6401 -0.0620 -1.7281  -0.0002
F: 1.7692 -0.6766 -2.5641  -0.0002
H: 0.9095 -4.5524 1.5879  0.0004
H: -0.0100 -3.1821 2.2103  0.0002
H: 1.7252 -3.3709 2.5955  0.0000
H: 0.3993 -4.4437 -1.1145  -0.0002
H: 0.9288 -3.1082 -2.1478  0.0000
H: -0.5677 -2.9756 -1.1873  -0.0001
H: 3.4121 -4.0660 -0.0443  0.0004
H: 3.8600 -2.5685 0.7739  0.0000
H: 3.6341 -2.5828 -0.9740  0.0000
H: 3.1445 0.4851 1.5333  0.0002
H: 5.0902 1.7017 0.6097  0.0000
H: 5.4596 1.7676 -1.8402  -0.0001
H: 3.8433 0.6086 -3.3509  0.0001
F: -1.1257 -1.5960 0.9271  0.1290
Sb: -4.8077 -1.1076 2.3740  0.3961
F: -5.3795 0.7644 2.3644  0.1458
F: -3.0650 -0.4554 2.7891  0.0147
F: -5.1685 -1.2072 4.2839  0.1422
F: -4.0707 -2.9035 2.3820  0.1515
F: -4.3318 -0.9041 0.4681  0.1401
C: -0.9049 -1.1405 -4.0793  0.0001
N: -0.4800 0.2524 -4.0728  0.0001
C: 0.5527 0.7734 -4.8214  0.0005
C: 0.6248 2.0948 -4.5432  0.0000
N: -0.3594 2.3497 -3.6237  0.0017
C: -1.0221 1.2294 -3.3330  0.0003
S: -2.3776 1.1275 -2.2582  0.0077
H: -0.8119 -1.5275 -5.0907  0.0000
H: -1.9446 -1.1848 -3.7634  0.0000
H: -0.2854 -1.7226 -3.3988  0.0001
H: 1.1451 0.1569 -5.4726  0.0000
H: 1.2905 2.8566 -4.9045  0.0000
H: -0.5410 3.2168 -3.1214  0.0004
C: -1.7870 -0.1044 -1.0658  -0.0080
H: -1.4580 -0.9998 -1.6008  0.0001
H: -2.6988 -0.4123 -0.5366  0.0028

Computed properties:
orbital gap (alpha / beta) = 6.901 / 7.724 eV
E = -100028.997 eV
multiplicity = 4
energy relative to the best compared isomer or geometry (same formula, charge and spin) = 133.7 kJ/mol

***

A 2-piece molecular cluster, C4H12 overall at a distorted geometry, computed with the ωB97M-V functional and the def2-TZVPD basis.

Last column: natural (NBO) charge in e.
Element x y z (Å)
C: 1.4978 -1.4440 0.8154  -0.6120
C: 2.1853 -0.8956 -0.4554  -0.6179
H: 1.5239 -0.6280 1.5639  0.2047
H: 2.0376 -2.2809 1.3086  0.2031
H: 0.4497 -1.6778 0.7131  0.2097
H: 1.4603 -0.1210 -0.8047  0.1989
H: 3.1000 -0.2747 -0.3532  0.2082
H: 2.3384 -1.4928 -1.3105  0.2057
C: -1.2975 0.7204 0.2139  -0.6220
C: -2.4047 1.4135 -0.5318  -0.6091
H: -1.5834 -0.0850 0.9372  0.2031
H: -0.6770 1.3910 0.8397  0.2126
H: -0.7128 0.2440 -0.5795  0.2047
H: -3.2959 0.8961 -0.8373  0.2143
H: -2.7819 2.3311 -0.0420  0.2033
H: -1.8397 1.9036 -1.4774  0.1929

Computed properties:
orbital gap = 12.401 eV
SMILES = CC.CC
E = -4341.759 eV
energy relative to the best compared isomer or geometry (same formula, charge and spin) = 74.2 kJ/mol

***

Which of these has the lowest energy relative to the best compared isomer or geometry (same formula, charge and spin)? C14H25NO5S4Ti

***

What is the formula in the third record? C4H12

***

Which of these has the lowest E? C22H29F7MoN6S3SbSi

***

Which of these has the highest energy relative to the best compared isomer or geometry (same formula, charge and spin)? C22H29F7MoN6S3SbSi